Molecular formula: C18H18N11PtS2
Method: DFT, ωB97M-V/def2-TZVPD

Atoms and positions in Å:
Pt -0.12871 -0.24470 0.27609
N -1.37710 0.75774 4.30893
C -1.05512 0.70621 3.02660
S 0.07754 -0.58679 2.56998
N -1.55556 1.57757 2.18894
N -1.11209 1.46378 0.91807
C -1.48991 2.30298 0.02080
C -0.99499 2.11678 -1.33558
C -1.21314 3.02198 -2.35584
C -0.60137 2.79963 -3.58679
C 0.21238 1.69042 -3.74902
C 0.37278 0.81146 -2.68687
N -0.22519 1.01761 -1.51262
H -1.01216 0.10004 4.98013
H -1.92895 1.53221 4.65337
H -2.14182 3.12435 0.29887
H -1.83588 3.89051 -2.18654
H -0.75211 3.49503 -4.40208
H 0.71540 1.49519 -4.68587
H 0.98431 -0.07678 -2.77984
N 1.83839 2.42754 0.84875
C 2.54034 1.33328 0.55964
N 3.84825 1.43372 0.50173
C 4.54886 0.32041 0.26490
N 5.85699 0.39113 0.18692
N 3.97671 -0.91595 0.10150
C 2.69133 -0.93805 0.14157
N 1.88220 0.14431 0.33247
C 1.98125 -2.21519 -0.05820
C 2.63496 -3.42228 -0.17896
C 1.88113 -4.56926 -0.39146
C 0.50305 -4.45813 -0.49083
C -0.09255 -3.21757 -0.35304
N 0.63828 -2.11829 -0.12864
H 2.35480 3.26800 1.06221
H 0.85390 2.39940 1.03142
H 6.32543 1.27518 0.31889
H 6.40429 -0.44078 0.02888
H 3.71346 -3.44137 -0.10772
H 2.36393 -5.53320 -0.48313
H -0.11831 -5.32344 -0.67489
H -1.16230 -3.10261 -0.42941
S -4.32847 -1.91301 0.55746
C -3.98374 -1.42264 -1.04052
C -2.74374 -0.88723 -1.11663
N -2.08046 -0.87101 0.09652
C -2.81378 -1.39545 1.06465
H -4.70108 -1.54586 -1.83702
H -2.26906 -0.49662 -2.00197
H -2.47025 -1.49977 2.08218

Values from the calculation:
Kohn-Sham gap: 7.465 eV
energy relative to the best compared isomer or geometry (same formula, charge and spin): 0.00 kJ/mol
net charge: +3
spin multiplicity: 1